1.
DFT (ωB97M-V/def2-TZVPD) results for the ion C3H2NO2S with charge -1.

Last column: Mulliken charge in e.
Element x y z (Å)
C 0.61 0.41 -0.57  -0.254
C 1.51 1.16 -1.15  0.320
C 0.51 1.34 1.78  0.391
N 0.11 0.50 0.75  -0.204
O 2.21 1.67 -1.96  -0.487
O -0.08 1.23 2.85  -0.682
S 1.79 2.40 1.42  -0.597
H 0.25 -0.44 -1.13  0.292
H -0.67 -0.10 0.97  0.221

As for the SMILES: O=C=CNC([O-])=S. Its total energy is -19564.5697 eV. The energy relative to the best compared isomer or geometry (same formula, charge and spin) is 14.7 kcal/mol. The calculation puts the orbital gap at 7.3 eV. As for the net charge: -1.



2.
DFT (ωB97M-V/def2-TZVPD) results for a cluster of 2 separate species, C10H16 in total.

Last column: Mulliken charge in e.
Element x y z (Å)
C 2.05 -1.06 -1.45  -1.320
C -2.01 -1.65 -0.15  -0.645
C -0.95 -1.74 0.71  -0.289
C -1.76 -1.09 -1.42  -0.406
C 0.40 -1.68 0.35  -0.541
C -0.46 -0.87 -1.79  -0.610
C 0.63 -1.22 -0.95  0.977
H -3.01 -1.94 0.14  0.383
H -1.15 -2.03 1.75  0.357
H -2.59 -1.07 -2.11  0.392
H 1.18 -2.03 1.01  0.399
H -0.24 -0.55 -2.80  0.330
H 2.18 -0.70 -2.47  0.361
H 2.51 -2.05 -1.38  0.339
H 2.53 -0.38 -0.74  0.274
C 0.37 1.97 1.30  0.627
C 1.41 2.60 2.19  -1.274
C -0.51 3.01 0.60  -1.273
H 0.78 1.20 0.62  -0.349
H -0.34 1.22 1.70  0.214
H 1.92 1.94 2.89  0.363
H -1.32 3.34 1.23  0.333
H 0.05 3.92 0.28  0.320
H 0.89 3.43 2.65  0.331
H 2.20 3.06 1.62  0.325
H -0.68 2.60 -0.40  0.385

As for the SMILES: Cc1ccccc1.CCC. Its total energy is -10628.6851 eV. The energy relative to the best compared isomer or geometry (same formula, charge and spin) is 24.4 kcal/mol. The calculation puts the orbital gap at 9.9 eV.



3.
DFT (ωB97M-V/def2-TZVPD) results for an isolated molecule of C4H9FN2S.

Last column: Mulliken charge in e.
Element x y z (Å)
C -1.54 -0.99 0.77  -0.782
C -1.33 -0.72 -0.69  -0.431
C 0.88 0.43 -0.51  0.586
C 0.10 1.79 -0.38  -0.266
H -1.18 -2.17 0.67  0.285
H -0.79 -0.52 1.76  0.238
H -2.70 -0.91 1.14  0.248
H -1.85 -1.72 -1.06  0.298
H -1.92 0.13 -1.09  0.244
H -0.82 1.72 0.40  0.193
H -0.48 2.08 -1.29  0.292
H 2.57 1.16 0.70  0.357
H 2.39 -2.01 0.46  0.131
N 0.24 -0.58 -0.88  -0.499
N 2.27 0.47 -0.16  -0.349
F 0.98 2.73 0.22  -0.326
S 3.20 -0.86 -0.07  -0.219

As for the SMILES: CC/N=C(\CF)NS. Its total energy is -20822.1854 eV. The energy relative to the best compared isomer or geometry (same formula, charge and spin) is 113.8 kcal/mol. The calculation puts the orbital gap at 9.3 eV.



4.
DFT (ωB97M-V/def2-TZVPD) results for a structure of composition C38H30BrIN3PPdS.

Last column: Mulliken spin population.
Element x y z (Å)
Pd -0.74 0.90 -1.20  1.058
I -3.51 0.03 -1.20  0.168
C -4.18 -1.27 0.35  0.015
C -5.54 -1.29 0.45  -0.003
C -6.18 -2.19 1.31  0.000
C -5.43 -3.06 2.04  -0.001
C -4.02 -3.04 1.97  0.000
C -3.30 -3.96 2.75  0.001
C -1.94 -3.98 2.74  0.004
C -1.25 -3.06 1.95  0.011
C -1.90 -2.12 1.16  -0.011
P -0.67 -0.97 0.40  0.212
C 0.65 -2.16 -0.02  0.002
C 0.36 -3.11 -0.99  0.024
C 1.31 -4.06 -1.33  -0.005
C 2.55 -4.07 -0.70  0.015
C 2.83 -3.13 0.29  -0.003
C 1.88 -2.18 0.63  0.013
C -0.03 -0.03 1.82  -0.008
C 1.10 0.78 1.60  0.060
C 1.70 1.44 2.66  -0.009
C 1.16 1.34 3.93  0.010
C 0.02 0.58 4.14  -0.005
C -0.57 -0.11 3.09  0.016
C -3.33 -2.10 1.13  -0.002
H -6.14 -0.63 -0.16  -0.007
H -7.26 -2.21 1.36  0.000
H -5.90 -3.79 2.68  0.000
H -3.86 -4.66 3.36  0.000
H -1.38 -4.69 3.34  0.001
H -0.17 -3.08 1.99  0.000
H -0.61 -3.12 -1.47  -0.006
H 1.08 -4.80 -2.09  0.000
H 3.29 -4.82 -0.96  0.000
H 3.78 -3.15 0.80  0.001
H 2.10 -1.46 1.41  0.005
H 1.54 0.84 0.61  0.011
H 2.59 2.03 2.49  0.000
H 1.63 1.86 4.76  0.004
H -0.41 0.51 5.14  0.000
H -1.45 -0.72 3.27  0.001
N -1.81 2.69 0.11  0.171
C -0.99 3.52 0.86  0.092
C -1.25 3.72 2.21  -0.027
C -0.50 4.61 2.94  0.123
C 0.57 5.29 2.33  0.055
C 0.86 5.09 1.00  0.013
C 0.09 4.20 0.23  0.184
C 0.39 4.02 -1.18  0.098
C 0.87 5.15 -1.89  0.057
C 1.24 5.06 -3.20  0.013
C 1.16 3.83 -3.85  0.167
C 0.69 2.70 -3.18  -0.085
C 0.26 2.78 -1.86  0.510
H -2.61 2.36 0.64  -0.018
H -2.09 3.11 -0.76  -0.010
H -2.08 3.20 2.67  0.002
H -0.74 4.80 3.97  -0.001
H 1.16 5.99 2.91  0.003
H 1.69 5.61 0.55  -0.006
H 0.92 6.11 -1.39  -0.001
H 1.60 5.93 -3.73  0.002
H 1.46 3.74 -4.89  0.004
H 0.64 1.78 -3.73  0.010
S 1.98 -0.03 -2.10  0.717
C 2.91 -1.12 -3.01  -0.051
N 2.38 -1.80 -4.06  -0.010
C 3.14 -2.58 -4.85  -0.002
C 4.47 -2.72 -4.58  -0.004
C 4.95 -2.05 -3.44  0.004
N 4.20 -1.28 -2.69  0.009
H 1.38 -1.71 -4.21  0.006
H 2.65 -3.08 -5.67  0.001
H 5.12 -3.32 -5.20  0.000
H 5.99 -2.16 -3.12  0.000
Br -0.55 -0.68 -3.35  0.405

Its total energy is -146094.3621 eV. Its expectation value of S² is 6.040. The energy relative to the best compared isomer or geometry (same formula, charge and spin) is 37.1 kcal/mol. The calculation puts the orbital gap (alpha / beta) at 7.6 / 4.5 eV. As for the net charge: +2. Its spin multiplicity is 5.